(1)
Density functional theory data (ωB97M-V with the def2-TZVPD basis set) for a gas-phase ion, C2H3ClN (charge +1) at a distorted geometry.

Geometry as XYZ:
```
7
Properties=species:S:1:pos:R:3
C 1.6069 -0.0128 -0.0103
C 2.8203 0.0095 0.0380
N 0.1617 -0.0028 -0.0055
Cl 4.3841 0.0014 -0.0093
H -0.2922 0.4276 -0.9151
H -0.2602 0.5425 0.8466
H -0.2898 -1.0019 0.1828
```

## Properties
Net charge: +1
ΔE to the lowest compared entry with this formula, charge and spin, kJ/mol: 71.96
Molar mass, g mol⁻¹: 76.506
LUMO energy, eV: -4.66
HOMO level, eV: -14.97
SMILES: [NH3+]C#CCl

Population analysis type natural (NBO), resulting atomic charges in e: atom 1 (C): -0.001, atom 2 (C): -0.006, atom 3 (N): -0.737, atom 4 (Cl): 0.288, atom 5 (H): 0.490, atom 6 (H): 0.480, atom 7 (H): 0.485



(2)
Density functional theory data (ωB97M-V with the def2-TZVPD basis set) for a gas-phase ion, C2H3ClN (charge +1) at a distorted geometry.

Geometry as XYZ:
```
7
Properties=species:S:1:pos:R:3
C 1.3237 -1.0900 -0.0087
C -0.5387 0.5780 0.0804
N 0.4786 -0.3521 0.0428
Cl -2.3077 -0.0443 -0.0574
H 2.1038 -1.7196 -0.1992
H -0.5847 1.2705 0.8773
H -0.4749 1.3574 -0.7353
```

## Properties
Net charge: +1
<S²>: 2.013
Spin multiplicity: 3
ΔE to the lowest compared entry with this formula, charge and spin, kJ/mol: 43.49
Molar mass, g mol⁻¹: 76.506
LUMO energy (spin up / spin down), eV: -4.03 / -9.79
HOMO level (spin up / spin down), eV: -11.56 / -17.83

Population analysis type natural (NBO), resulting atomic charges in e: atom 1 (C): 0.337, atom 2 (C): -0.414, atom 3 (N): -0.248, atom 4 (Cl): 0.449, atom 5 (H): 0.272, atom 6 (H): 0.295, atom 7 (H): 0.310



(3)
Density functional theory data (ωB97M-V with the def2-TZVPD basis set) for a molecular structure, C2H3ClN2 at a distorted geometry.

Geometry as XYZ:
```
8
Properties=species:S:1:pos:R:3
C 3.1089 -0.4360 2.2713
C 1.7245 -0.2612 -0.8240
N 2.7080 0.6584 2.2162
N 3.2720 -1.5916 1.7170
Cl 2.0401 -1.6889 0.5218
H 2.5985 -0.3692 -1.4913
H 2.0187 0.5467 -0.1215
H 0.7404 -0.3988 -1.2043
```

## Properties
ΔE to the lowest compared entry with this formula, charge and spin, kJ/mol: 518.46
Molar mass, g mol⁻¹: 90.513
LUMO energy, eV: -0.85
HOMO level, eV: -9.04

Population analysis type natural (NBO), resulting atomic charges in e: atom 1 (C): 0.345, atom 2 (C): -0.516, atom 3 (N): -0.424, atom 4 (N): -0.604, atom 5 (Cl): 0.470, atom 6 (H): 0.230, atom 7 (H): 0.261, atom 8 (H): 0.239



(4)
Density functional theory data (ωB97M-V with the def2-TZVPD basis set) for a single C2H3ClO2 molecule at a distorted geometry.

Geometry as XYZ:
```
8
Properties=species:S:1:pos:R:3
C -0.6523 0.5729 -1.1578
C 0.1929 0.3129 -0.1872
O 0.6176 -0.8908 1.9011
O -0.4131 -0.1045 1.3146
Cl 1.8314 0.4995 -0.2304
H -0.4296 0.8838 -2.1236
H -1.7195 0.5377 -1.2070
H 0.5727 -1.8115 1.6903
```

## Properties
ΔE to the lowest compared entry with this formula, charge and spin, kJ/mol: 483.51
Molar mass, g mol⁻¹: 94.497
LUMO energy, eV: 0.74
HOMO level, eV: -9.91
SMILES: C=C(Cl)OO

Population analysis type natural (NBO), resulting atomic charges in e: atom 1 (C): -0.475, atom 2 (C): 0.172, atom 3 (O): -0.460, atom 4 (O): -0.253, atom 5 (Cl): 0.104, atom 6 (H): 0.222, atom 7 (H): 0.232, atom 8 (H): 0.457



(5)
Density functional theory data (ωB97M-V with the def2-TZVPD basis set) for a molecular structure, C2H3ClO2 at a distorted geometry.

Geometry as XYZ:
```
8
Properties=species:S:1:pos:R:3
C -1.0539 0.5552 0.3823
C 0.7451 0.2236 -0.4907
O -1.9735 1.2899 0.6355
O 1.2559 -0.5211 0.5028
Cl 0.1337 -0.7801 -1.7384
H 1.3943 0.9404 -0.8152
H -1.1010 -0.6068 0.7519
H 0.5994 -1.1010 0.7717
```

## Properties
ΔE to the lowest compared entry with this formula, charge and spin, kJ/mol: 283.00
Molar mass, g mol⁻¹: 94.497
LUMO energy, eV: 0.75
HOMO level, eV: -9.29

Population analysis type natural (NBO), resulting atomic charges in e: atom 1 (C): 0.401, atom 2 (C): 0.063, atom 3 (O): -0.493, atom 4 (O): -0.661, atom 5 (Cl): -0.025, atom 6 (H): 0.197, atom 7 (H): 0.048, atom 8 (H): 0.470



(6)
Density functional theory data (ωB97M-V with the def2-TZVPD basis set) for a molecular structure, C2H3ClO2 at a distorted geometry.

Geometry as XYZ:
```
8
Properties=species:S:1:pos:R:3
C -0.1613 0.5694 0.1643
C -0.4048 -1.2084 -0.4791
O 0.0179 -0.0463 -1.1385
O -0.2981 -0.7912 0.7306
Cl -2.4415 -1.3483 -0.8654
H 0.8213 0.9505 0.6505
H -1.1771 1.0546 0.3504
H 0.0311 -2.0803 -0.8788
```

## Properties
ΔE to the lowest compared entry with this formula, charge and spin, kJ/mol: 217.13
Molar mass, g mol⁻¹: 94.497
LUMO energy, eV: 0.72
HOMO level, eV: -10.41

Population analysis type natural (NBO), resulting atomic charges in e: atom 1 (C): 0.200, atom 2 (C): 0.526, atom 3 (O): -0.497, atom 4 (O): -0.488, atom 5 (Cl): -0.357, atom 6 (H): 0.205, atom 7 (H): 0.217, atom 8 (H): 0.195



(7)
Density functional theory data (ωB97M-V with the def2-TZVPD basis set) for a single C2H3ClO2S molecule at a distorted geometry.

Geometry as XYZ:
```
9
Properties=species:S:1:pos:R:3
C -0.3655 -1.0435 -1.0077
C 0.7312 -0.3802 -0.6599
O 0.6823 1.6568 2.5825
O 0.9556 0.4302 0.4823
S -0.0591 0.7492 1.7532
Cl -1.6330 1.7272 0.7805
H -1.2980 -1.1855 -0.5528
H -0.5043 -1.5530 -2.0090
H 1.4908 -0.4012 -1.3690
```

## Properties
ΔE to the lowest compared entry with this formula, charge and spin, kJ/mol: 134.80
Molar mass, g mol⁻¹: 126.564
LUMO energy, eV: 0.05
HOMO level, eV: -10.18

Atomic partial charges in e from the natural (NBO) method, atoms 1 to 8: atom 1 (C): -0.470, atom 2 (C): 0.124, atom 3 (O): -0.850, atom 4 (O): -0.711, atom 5 (S): 1.556, atom 6 (Cl): -0.283, atom 7 (H): 0.210, atom 8 (H): 0.220



(8)
Density functional theory data (ωB97M-V with the def2-TZVPD basis set) for 2 unconnected molecules or ions with the total composition C2H3ClO2S at a distorted geometry.

Geometry as XYZ:
```
9
Properties=species:S:1:pos:R:3
C -0.5767 -0.8054 -0.7911
C 0.0716 -1.7769 -0.2882
O 2.4085 1.1379 0.9962
O 0.7098 -2.6514 0.0989
S 3.4903 0.8878 -0.3060
Cl 3.4568 -1.1465 -0.6015
H -1.5637 -0.6536 -0.4266
H -0.1187 -0.0222 -1.4042
H 3.0331 1.2502 1.8049
```

## Properties
<S²>: 2.009
Spin multiplicity: 3
ΔE to the lowest compared entry with this formula, charge and spin, kJ/mol: 384.27
Molar mass, g mol⁻¹: 126.564
LUMO energy (spin up / spin down), eV: 0.10 / -2.14
HOMO level (spin up / spin down), eV: -5.31 / -9.36

Atomic partial charges in e from the natural (NBO) method, atoms 1 to 8: atom 1 (C): -0.237, atom 2 (C): 0.328, atom 3 (O): -0.824, atom 4 (O): -0.399, atom 5 (S): 0.500, atom 6 (Cl): -0.170, atom 7 (H): 0.163, atom 8 (H): 0.146



(9)
Density functional theory data (ωB97M-V with the def2-TZVPD basis set) for 2 unconnected molecules or ions with the total composition C2H3ClO2S at a distorted geometry.

Geometry as XYZ:
```
9
Properties=species:S:1:pos:R:3
C -1.2372 0.5915 0.7549
C -2.2657 0.6032 -0.0503
O -0.5206 0.7896 1.6302
O 2.0807 -0.5028 -1.2315
S 2.3203 0.1169 0.2558
Cl 1.8394 -1.5409 1.4446
H -2.3869 -0.3665 -0.6318
H -2.6382 1.5022 -0.5910
H 2.8083 -1.1933 -1.5810
```

## Properties
<S²>: 2.006
Spin multiplicity: 3
ΔE to the lowest compared entry with this formula, charge and spin, kJ/mol: 303.77
Molar mass, g mol⁻¹: 126.564
LUMO energy (spin up / spin down), eV: 0.01 / -2.48
HOMO level (spin up / spin down), eV: -6.47 / -9.37

Atomic partial charges in e from the natural (NBO) method, atoms 1 to 8: atom 1 (C): 0.713, atom 2 (C): -0.799, atom 3 (O): -0.447, atom 4 (O): -0.877, atom 5 (S): 0.720, atom 6 (Cl): -0.363, atom 7 (H): 0.259, atom 8 (H): 0.274



(10)
Density functional theory data (ωB97M-V with the def2-TZVPD basis set) for 2 unconnected molecules or ions with the total composition C2H3ClS2 at a distorted geometry.

Geometry as XYZ:
```
8
Properties=species:S:1:pos:R:3
C 2.9846 0.7924 -0.8257
C -0.6229 -0.4782 -0.4906
S 3.9175 0.2379 0.2561
S 0.9129 -0.9245 -1.2729
Cl -1.1388 1.2447 -0.7280
H 2.5500 1.4930 -1.4234
H -1.5195 -0.9787 -0.7702
H -0.5312 -0.7599 0.5942
```

## Properties
ΔE to the lowest compared entry with this formula, charge and spin, kJ/mol: 323.36
Molar mass, g mol⁻¹: 126.633
LUMO energy (spin up / spin down), eV: -1.73 / -1.68
HOMO level (spin up / spin down), eV: -8.06 / -8.15

Population analysis type natural (NBO), resulting atomic charges in e: atom 1 (C): -0.207, atom 2 (C): -0.550, atom 3 (S): 0.389, atom 4 (S): -0.185, atom 5 (Cl): -0.104, atom 6 (H): 0.221, atom 7 (H): 0.226, atom 8 (H): 0.209



(11)
Density functional theory data (ωB97M-V with the def2-TZVPD basis set) for 2 unconnected molecules or ions with the total composition C2H3ClSi at a distorted geometry.

Geometry as XYZ:
```
7
Properties=species:S:1:pos:R:3
C -2.2599 1.3092 -0.0909
C -1.3536 0.5265 0.0182
Si 1.5399 -0.8315 0.0880
Cl 3.0609 0.4361 -0.0262
H -3.2793 1.5109 0.0280
H 1.0205 -1.1944 -1.2021
H 1.2716 -1.7567 1.1850
```

## Properties
<S²>: 2.012
Spin multiplicity: 3
ΔE to the lowest compared entry with this formula, charge and spin, kJ/mol: 163.26
Molar mass, g mol⁻¹: 90.585
LUMO energy (spin up / spin down), eV: 0.76 / -3.44
HOMO level (spin up / spin down), eV: -6.78 / -11.07

Population analysis type natural (NBO), resulting atomic charges in e: atom 1 (C): -0.403, atom 2 (C): 0.158, atom 3 (Si): 0.664, atom 4 (Cl): -0.346, atom 5 (H): 0.237, atom 6 (H): -0.163, atom 7 (H): -0.146



(12)
Density functional theory data (ωB97M-V with the def2-TZVPD basis set) for a molecular structure, C2H3CoFO at a distorted geometry.

Geometry as XYZ:
```
8
Properties=species:S:1:pos:R:3
H 0.4835 0.1116 -1.3722
O 0.9154 -0.0216 -0.4571
C -0.2692 -0.4381 0.3945
C -1.4804 -0.1374 -0.4037
Co 2.4697 0.6430 0.0727
H -0.1591 0.1453 1.3240
H -0.1529 -1.5185 0.5511
F -1.8070 1.2158 -0.1092
```

## Properties
Net charge: +2
<S²>: 8.760
Spin multiplicity: 6
ΔE to the lowest compared entry with this formula, charge and spin, kJ/mol: 0.00
Molar mass, g mol⁻¹: 120.976
LUMO energy (spin up / spin down), eV: -12.89 / -14.15
HOMO level (spin up / spin down), eV: -18.66 / -22.66

Population analysis type natural (NBO), resulting atomic charges in e: atom 1 (H): 0.580, atom 2 (O): -0.854, atom 3 (C): -0.289, atom 4 (C): 0.590, atom 5 (Co): 1.727, atom 6 (H): 0.260, atom 7 (H): 0.281, atom 8 (F): -0.295